Entry 1:
Density functional theory data (ωB97M-V/def2-TZVPD) for 13 unconnected molecules or ions with the total composition C35H78N8O23.

Summary:
M   979.042 Da
Total charge   -1
HOMO (spin up / spin down)   -0.004 / -0.260 Eh
Kohn-Sham gap (spin up / spin down)   1.91 / 8.86 eV
⟨S²⟩   0.750
Multiplicity   2

Geometry as XYZ:
```
144
C35H78N8O23, DFT ωB97M-V/def2-TZVPD
C 22.3640 16.9340 -0.3033
O 20.9769 17.2503 -0.2976
C 20.5647 18.2449 0.5465
O 21.2315 18.8990 1.3841
O 19.2786 18.5776 0.1797
C 18.5880 19.6260 0.8023
H 22.9361 17.8614 -0.2787
H 22.5392 16.3554 -1.2102
H 22.6227 16.2925 0.5392
H 18.8848 19.6842 1.8495
H 17.5042 19.5630 0.9005
H 18.8286 20.5582 0.2914
C 29.1631 16.1244 -2.8192
O 29.7971 14.8133 -2.6568
C 29.1761 13.6966 -2.8987
O 28.0038 13.4617 -3.1048
O 30.1229 12.7896 -2.8792
C 29.7183 11.4413 -3.0190
H 28.9104 16.5715 -1.8578
H 28.2212 16.1160 -3.3678
H 29.9148 16.7767 -3.2636
H 29.2197 11.3067 -3.9789
H 29.1638 11.0186 -2.1812
H 30.6106 10.8183 -3.0807
C 24.8283 10.8412 -3.9954
O 25.4236 9.6065 -3.5026
C 24.5677 8.4915 -3.4667
O 23.3924 8.3727 -3.7712
O 25.3818 7.5055 -3.0140
C 24.7142 6.2386 -2.6374
H 23.7657 10.9614 -4.2066
H 25.2353 11.1487 -4.9586
H 25.1404 11.6265 -3.3069
H 24.2629 6.2142 -1.6455
H 25.5081 5.4917 -2.6394
H 23.9869 5.8084 -3.3260
C 22.0111 17.0635 -4.9391
O 21.1286 17.6758 -5.8412
C 19.8606 17.7829 -5.4641
O 19.3494 17.2582 -4.4870
O 19.2685 18.7283 -6.1974
C 17.8149 19.0172 -6.1730
H 21.6786 17.0882 -3.9014
H 23.0400 17.4116 -5.0311
H 22.0381 15.9901 -5.1265
H 17.6044 20.0591 -6.4142
H 17.3132 18.8979 -5.2127
H 17.2844 18.4719 -6.9536
C 29.2773 19.0688 -6.2414
O 29.0292 17.6513 -6.0129
C 27.8126 17.1323 -6.2470
O 26.8798 17.7833 -6.7030
O 27.8609 15.8118 -5.9856
C 26.7621 14.9622 -6.0467
H 30.1909 19.2845 -5.6873
H 28.4768 19.6934 -5.8449
H 29.4682 19.2187 -7.3040
H 26.9325 13.9388 -5.7126
H 26.4027 14.7861 -7.0606
H 25.9186 15.2854 -5.4367
C 24.3958 14.9156 -2.9458
C 24.5405 14.4584 -1.5102
O 23.6732 13.7344 -1.0239
N 25.5386 14.8995 -0.7633
C 25.7127 14.4667 0.5752
H 24.7345 14.0823 -3.5614
H 25.0140 15.8071 -3.0516
H 23.3327 15.0450 -3.1490
H 26.1983 15.5932 -1.0850
H 26.0180 15.2623 1.2548
H 26.5535 13.7747 0.5262
H 24.8958 13.9351 1.0631
C 24.9187 18.5488 -3.2583
C 26.3096 18.4524 -2.6214
O 26.5369 17.4259 -1.9892
N 27.2159 19.3723 -2.8600
C 28.4050 19.4493 -2.1393
H 25.0322 18.3629 -4.3263
H 24.4940 19.5520 -3.2222
H 24.1895 17.8906 -2.7860
H 26.8976 20.1596 -3.4069
H 28.5224 18.6282 -1.4322
H 28.4035 20.3868 -1.5833
H 29.2642 19.3783 -2.8063
C 28.9680 16.9007 1.2357
C 28.9080 15.4368 1.5498
O 28.5389 14.9722 2.6075
N 29.1407 14.6322 0.5351
C 29.0218 13.1999 0.5644
H 28.3496 17.5593 1.8456
H 28.5837 17.1002 0.2354
H 29.9847 17.2333 1.0261
H 29.6996 15.1426 -0.1337
H 28.5760 12.7583 1.4556
H 29.9711 12.6952 0.3847
H 28.4022 12.8828 -0.2745
C 19.6746 14.6888 -2.8262
C 18.6513 13.9572 -3.6380
O 18.3532 12.8176 -3.3184
N 18.1330 14.6625 -4.6350
C 17.1281 14.0062 -5.5678
H 19.4516 15.6574 -2.3788
H 20.6294 14.7298 -3.3505
H 19.8654 14.1628 -1.8907
H 18.2832 15.6565 -4.5378
H 17.3784 12.9704 -5.7967
H 17.0286 14.4765 -6.5461
H 16.1628 14.1242 -5.0755
O 20.0497 13.2606 2.7136
C 20.9670 13.6491 1.9319
N 20.8124 14.3572 0.8242
C 22.3980 13.3713 2.2857
H 19.9290 14.7314 0.5088
H 21.5606 14.3786 0.1461
H 22.8149 13.0407 1.3344
H 22.4141 12.5267 2.9745
H 22.8874 14.2128 2.7761
O 24.5053 9.0813 0.3316
C 24.6936 10.2232 0.0100
N 23.6720 10.9820 -0.0606
C 26.1126 10.7374 -0.2784
H 23.7936 11.9282 -0.3924
H 22.7522 10.5783 0.0453
H 26.6768 9.9110 -0.7105
H 26.7121 10.9912 0.5958
H 26.1880 11.5391 -1.0130
O 24.3303 16.8754 4.2466
C 25.3519 16.1872 4.2601
N 26.3791 16.4547 3.5031
C 25.3528 15.0913 5.2222
H 27.1500 15.8022 3.5078
H 26.3579 17.2295 2.8555
H 24.5060 14.4279 5.0461
H 25.1871 15.5831 6.1808
H 26.3122 14.5842 5.3238
O 25.7635 12.2441 3.1562
C 26.6927 11.7818 3.8516
N 27.8172 12.5315 4.0120
C 26.8186 10.3239 4.2586
H 27.7918 13.4317 3.5546
H 28.7261 12.1511 4.2340
H 27.2992 10.1796 5.2262
H 27.4019 9.7873 3.5104
H 25.8182 9.9326 4.4439
```

Entry 2:
Density functional theory data (ωB97M-V/def2-TZVPD) for 5 unconnected molecules or ions with the total composition C35H80BClIN2O16PS6.

Summary:
Structure (SMILES)   C=CC[C@H](O[C@]([PH2]=S)([C@@H](I)CC)[C@@H](CCCS)O[C@@](CCN)(CCCO)[C@H](Cl)CC)B(O)N(C)C.CCOS(C)(=O)=O.CCOS(C)(=O)=O.CCOS(C)(=O)=O.CCOS(C)(=O)=O
M   1181.568 Da
Total charge   0
HOMO   -0.298 Eh
Kohn-Sham gap   7.91 eV
Multiplicity   1

Geometry as XYZ:
```
143
C35H80BClIN2O16PS6, DFT ωB97M-V/def2-TZVPD
C -3.0326 5.7076 -1.0450
C -2.7214 5.6108 -2.3802
C -1.6662 4.7073 -3.0011
C -1.6815 3.2652 -2.4436
O -0.7739 2.8915 -1.4005
C 0.6187 3.2311 -1.3459
P 0.6528 4.9093 -0.4559
S 2.0340 5.2820 0.8553
C 1.3346 3.2570 -2.7137
I 2.9736 4.6861 -2.8914
C 1.9183 1.9113 -3.1975
C 1.9927 1.8296 -4.7438
C 1.1452 2.1345 -0.3579
C 2.6720 2.1527 -0.1077
C 3.4321 0.8701 -0.5400
C 4.3136 0.3560 0.6067
S 4.8960 -1.3381 0.2998
O 0.4802 2.3469 0.8647
C -0.4636 1.4148 1.4142
C 0.1117 0.9635 2.7696
C -0.7612 0.1570 3.7280
N -0.7030 -1.3162 3.5053
C -1.6829 2.3314 1.7500
C -1.3518 3.5787 2.5681
C -2.5849 4.4946 2.6894
O -2.1866 5.8592 2.8026
C -1.0034 0.3372 0.4531
Cl -2.5535 -0.4168 1.0404
C -0.1224 -0.8057 -0.0926
C 1.0375 -1.3485 0.7341
B -1.8122 2.2322 -3.6636
O -0.9149 2.2419 -4.7263
N -2.9395 1.3114 -3.6751
C -3.2617 0.8658 -5.0364
C -2.6878 0.1499 -2.8048
H -3.9633 5.3694 -0.6004
H -2.3195 6.1859 -0.3750
H -3.3040 6.2049 -3.0857
H -1.9700 4.6417 -4.0489
H -0.6653 5.1527 -3.0289
H -2.6702 3.1870 -1.9867
H 0.6031 5.9033 -1.4505
H -0.6161 4.9651 0.1361
H 0.6886 3.5967 -3.5157
H 2.9525 1.8825 -2.8773
H 1.3578 1.0508 -2.8339
H 1.3517 2.5600 -5.2292
H 1.7920 0.8107 -5.0717
H 3.0089 2.0541 -5.0666
H 0.9295 1.2187 -0.9004
H 3.1665 3.0502 -0.4618
H 2.7754 2.1826 0.9768
H 2.7486 0.0823 -0.8522
H 4.1319 1.1380 -1.3319
H 3.7124 0.3328 1.5151
H 5.1499 1.0323 0.7687
H 4.5921 -1.5062 -0.9945
H 1.0363 0.3975 2.6546
H 0.4344 1.8551 3.3052
H -1.8105 0.4432 3.7753
H -0.3606 0.3205 4.7306
H -0.3347 -1.7460 4.3454
H -1.6477 -1.6775 3.4544
H -2.0933 2.6535 0.7866
H -2.4657 1.8042 2.2862
H -1.1388 3.2533 3.5892
H -0.4857 4.1522 2.2485
H -3.0825 4.2662 3.6318
H -3.2864 4.3274 1.8684
H -2.2856 6.2891 1.9520
H -1.3468 0.8819 -0.4206
H -0.7738 -1.6471 -0.3299
H 0.2749 -0.5143 -1.0701
H 1.7398 -0.5597 0.9928
H 0.7260 -1.9236 1.5984
H 1.5976 -2.0402 0.0982
H -0.5000 1.3742 -4.7840
H -3.2267 1.6969 -5.7370
H -4.2718 0.4612 -5.0879
H -2.5892 0.0798 -5.3989
H -3.4487 -0.5959 -3.0258
H -2.8473 0.4393 -1.7675
H -1.7117 -0.3263 -2.9670
C 2.7947 0.7878 9.5145
C 1.6440 0.4473 10.4398
O 0.3795 0.9627 9.9694
S -0.3193 0.2119 8.7551
C -1.8827 1.0093 8.8773
O -0.4641 -1.1724 9.0849
O 0.3040 0.6127 7.5313
H 2.6979 0.2790 8.5567
H 3.7391 0.4845 9.9669
H 2.8221 1.8588 9.3149
H 1.5653 -0.6292 10.5995
H 1.7985 0.9098 11.4125
H -2.3457 0.7338 9.8204
H -2.4834 0.6609 8.0400
H -1.7323 2.0834 8.8113
C 8.5336 -0.8884 -0.8299
C 7.9122 -0.7562 -2.2035
O 8.7974 -1.1760 -3.2666
S 9.0123 -2.7369 -3.4740
C 9.8230 -2.6398 -5.0326
O 7.7329 -3.3588 -3.6323
O 9.9362 -3.2225 -2.4978
H 8.6997 -1.9320 -0.5671
H 7.8749 -0.4536 -0.0796
H 9.5007 -0.3858 -0.7937
H 6.9737 -1.3080 -2.2681
H 7.6889 0.2889 -2.4113
H 9.1285 -2.2421 -5.7669
H 10.1235 -3.6507 -5.2984
H 10.6969 -2.0022 -4.9310
C -4.6178 -4.6140 -7.5422
C -5.4456 -4.2417 -6.3291
O -4.7596 -4.5032 -5.0839
S -3.6029 -3.5060 -4.6518
C -3.4233 -4.0774 -2.9972
O -4.1230 -2.1705 -4.6472
O -2.4130 -3.8092 -5.3831
H -3.7440 -3.9715 -7.6394
H -5.2170 -4.5126 -8.4472
H -4.2618 -5.6409 -7.4629
H -5.7577 -3.1968 -6.3638
H -6.3475 -4.8489 -6.2922
H -4.3394 -3.8698 -2.4511
H -2.5864 -3.5348 -2.5614
H -3.2101 -5.1426 -3.0180
C -4.4541 -7.5199 2.9920
C -3.5298 -6.8451 1.9987
O -4.0476 -5.5834 1.5232
S -3.9699 -4.3358 2.5098
C -4.3656 -3.0946 1.3303
O -2.6151 -4.1781 2.9423
O -5.0278 -4.4271 3.4671
H -4.5228 -6.9524 3.9186
H -4.0818 -8.5165 3.2299
H -5.4611 -7.6030 2.5834
H -2.5330 -6.6986 2.4173
H -3.4217 -7.4646 1.1105
H -3.5764 -3.0471 0.5869
H -4.4358 -2.1545 1.8704
H -5.3231 -3.3371 0.8759
```

Entry 3:
Density functional theory data (ωB97M-V/def2-TZVPD) for a molecular structure, C35H81GaO14PS4.

Summary:
M   954.984 Da
Total charge   -1
HOMO   -0.173 Eh
Kohn-Sham gap   6.03 eV
Multiplicity   1

Geometry as XYZ:
```
136
C35H81GaO14PS4, DFT ωB97M-V/def2-TZVPD
C -1.5073 -4.8356 -4.3421
O -0.5249 -4.2798 -5.1992
C -0.8305 -2.9612 -5.6168
C -0.2625 -1.8868 -4.6719
C -1.3542 -1.2469 -3.7871
C -1.2241 0.2842 -3.6453
C -1.8575 0.7525 -2.3366
C -2.0081 2.2682 -2.2077
C -2.9649 2.6361 -1.0399
C -2.1970 3.0418 0.2301
C -2.8722 2.5761 1.5371
C -1.9003 2.4760 2.7300
C -2.3602 3.2629 3.9695
C -2.0001 2.5916 5.3199
Ga -0.5253 3.5637 6.3281
C 1.3931 2.9321 6.0392
C 1.7606 1.4911 6.4688
C 1.9724 0.5190 5.3068
C 0.6412 0.1259 4.6461
C 2.6509 -0.7749 5.7965
C 3.3370 -1.5600 4.6616
C 2.7818 -2.9482 4.4374
C 3.1409 -3.7904 3.4447
C 3.2409 -3.3589 2.0083
C 3.4713 -5.2406 3.7539
P -1.1709 3.5614 8.6241
O -2.2532 4.6055 8.8380
H -1.3470 -4.4650 -3.3241
H -2.5219 -4.5751 -4.6515
H -1.3943 -5.9169 -4.3675
H -1.9109 -2.8348 -5.7298
H -0.3875 -2.8369 -6.6069
H 0.4497 -2.3709 -4.0034
H 0.2462 -1.1107 -5.2442
H -1.3003 -1.6561 -2.7748
H -2.3610 -1.4515 -4.1564
H -0.1639 0.5489 -3.6788
H -1.7194 0.7558 -4.4972
H -1.2433 0.3703 -1.5162
H -2.8396 0.2758 -2.2546
H -2.3383 2.7123 -3.1464
H -1.0286 2.6643 -1.9330
H -3.5743 1.7610 -0.8067
H -3.6179 3.4389 -1.3823
H -2.1638 4.1323 0.2666
H -1.1852 2.6336 0.2124
H -3.3619 1.6179 1.3459
H -3.6621 3.2938 1.7691
H -1.7749 1.4297 3.0096
H -0.9278 2.8535 2.4017
H -3.4503 3.3456 3.9169
H -1.9687 4.2826 3.9571
H -2.8888 2.6332 5.9575
H -1.8068 1.5292 5.1590
H -0.5918 5.1042 5.8624
H 1.7039 3.0929 5.0017
H 2.0173 3.6116 6.6283
H 2.7350 1.5337 6.9744
H 1.0635 1.0717 7.2028
H 2.5960 1.0219 4.5612
H 0.7157 -0.8462 4.1503
H -0.1044 0.0038 5.4338
H 0.3059 0.8748 3.9328
H 3.3347 -0.5512 6.6155
H 1.8451 -1.3945 6.2003
H 3.3745 -0.9694 3.7417
H 4.3772 -1.7326 4.9496
H 2.0563 -3.3076 5.1684
H 4.0913 -3.8189 1.4940
H 3.3310 -2.2799 1.8998
H 2.3402 -3.7009 1.4943
H 2.5744 -5.8744 3.7731
H 4.1375 -5.6463 2.9954
H 3.9210 -5.3035 4.7389
H -1.6921 2.3141 9.0821
H -0.1011 3.8556 9.5243
O 1.5101 0.9436 -6.7104
S 2.7616 1.3192 -6.1225
O 2.8597 2.5000 -5.3219
O 3.8576 1.3863 -7.2792
C 3.5430 2.1831 -8.4396
C 3.7264 3.6667 -8.1927
C 3.4375 -0.0403 -5.2425
H 2.5299 1.9556 -8.7744
H 4.2275 1.8382 -9.2125
H 2.9910 4.0436 -7.4837
H 3.6138 4.2145 -9.1290
H 4.7150 3.8668 -7.7797
H 3.4073 -0.9232 -5.8738
H 2.8214 -0.1827 -4.3567
H 4.4585 0.1970 -4.9588
O -4.7098 -8.0644 -2.6518
S -5.1934 -7.5061 -3.8767
O -4.8500 -6.1706 -4.2550
O -6.7725 -7.6762 -3.9364
C -7.5343 -7.1930 -2.8047
C -7.7047 -5.6885 -2.8198
C -4.8106 -8.5883 -5.2100
H -7.0675 -7.5343 -1.8799
H -8.5003 -7.6874 -2.8853
H -6.7560 -5.1802 -2.6544
H -8.3964 -5.3874 -2.0329
H -8.0937 -5.3566 -3.7822
H -5.1170 -9.5953 -4.9420
H -3.7337 -8.5411 -5.3563
H -5.3298 -8.2422 -6.0993
O -2.2554 10.9594 9.4873
S -3.0942 10.4234 8.4546
O -4.5138 10.3951 8.6394
O -2.5699 9.0021 8.0358
C -2.3581 7.9985 9.0740
C -3.6365 7.3417 9.5249
C -2.7368 11.2314 6.9305
H -1.8170 8.4535 9.9049
H -1.7098 7.2507 8.6224
H -4.2922 8.0335 10.0580
H -3.3939 6.5054 10.1775
H -4.1864 6.9609 8.6658
H -1.6620 11.2211 6.7746
H -3.1029 12.2523 7.0152
H -3.2541 10.7069 6.1320
O 5.5508 -2.4289 -5.8228
S 6.5006 -2.9436 -6.7630
O 6.1169 -3.1516 -8.1239
O 7.1168 -4.2836 -6.1762
C 6.1895 -5.3038 -5.7331
C 5.5996 -6.0908 -6.8840
C 7.9704 -1.9802 -6.7134
H 5.4121 -4.8472 -5.1196
H 6.7762 -5.9534 -5.0870
H 4.9407 -5.4720 -7.4912
H 5.0217 -6.9305 -6.4978
H 6.3888 -6.4696 -7.5335
H 8.2777 -1.8639 -5.6781
H 7.7302 -1.0145 -7.1530
H 8.7356 -2.4837 -7.2975
```

> Which formula does entry 2 have?

C35H80BClIN2O16PS6

> Which formula does entry 3 have?

C35H81GaO14PS4

> Number 2 is which compound?

C35H80BClIN2O16PS6